[1]
ORCA calculation (wB97M-V/def2-TZVPD) on a cluster of 2 separate species, C3H8O4 in total.

- E: -420.04379 Ha
- Energy above the lowest of the compared OMol25 structures with the same formula, charge and spin: 1.296 eV
- HOMO energy: -10.03 eV
- Kohn-Sham gap: 10.5 eV
- Multiplicity: 1

Positions of all 15 atoms, in Å:
1 C 0.9741 -0.4025 -0.0151
2 H 0.8113 2.2573 -0.9446
3 O -0.9742 -1.7545 -0.2624
4 H 2.0919 2.0062 0.2621
5 H 0.1950 -1.4084 1.6030
6 O 0.4233 0.7593 0.4822
7 O -2.7549 0.7991 -0.1765
8 C 0.9795 2.0180 0.0755
9 H -1.4519 -0.9223 -0.0010
10 O 1.9387 -0.3937 -0.6953
11 H 0.7443 -2.6036 0.4670
12 H 0.5828 2.7344 0.7674
13 H -2.4270 1.0816 -1.0096
14 C 0.2159 -1.6115 0.5430
15 H -2.6271 1.5488 0.4507

[2]
ORCA calculation (wB97M-V/def2-TZVPD) on a cluster of 2 separate species, C3H8O4S in total.

- E: -818.17119 Ha
- Energy above the lowest of the compared OMol25 structures with the same formula, charge and spin: 1.766 eV
- HOMO energy: -9.26 eV
- Kohn-Sham gap: 9.9 eV
- Multiplicity: 1

Positions of all 16 atoms, in Å:
1 H -0.0549 0.2944 3.3077
2 C 0.3938 0.1837 2.2035
3 H -2.3969 0.1481 -2.3463
4 O 0.2410 -1.7036 -1.1592
5 H -1.1827 -0.9972 -3.1729
6 O -0.3176 0.7507 -0.8803
7 S -0.9453 -0.5304 -0.7886
8 H -2.6042 -1.5710 -2.2517
9 H 1.4960 1.0496 -0.0982
10 O 0.0920 -0.7076 1.4258
11 H 0.8704 -1.9606 -0.4030
12 C 1.3233 1.3090 1.7634
13 O 2.1183 0.9669 0.5822
14 H 0.6566 2.1176 1.7500
15 H 2.1583 1.4617 2.4769
16 C -1.8482 -0.8114 -2.4096

[3]
ORCA calculation (wB97M-V/def2-TZVPD) on a cluster of 2 separate species, C3H8OS in total.

- E: -592.49133 Ha
- Energy above the lowest of the compared OMol25 structures with the same formula, charge and spin: 0.727 eV
- HOMO energy: -8.86 eV
- Kohn-Sham gap: 9.8 eV
- Multiplicity: 1

Positions of all 13 atoms, in Å:
1 H 0.5062 1.2291 0.3377
2 C 1.4907 0.9161 0.0129
3 H 1.6722 0.9938 -1.0481
4 C -1.6807 -0.3064 -0.4536
5 H -1.6175 -1.2782 0.0501
6 S 1.7149 -0.7006 0.8085
7 H -3.5797 0.5941 -0.6202
8 H -2.7973 0.6337 1.0759
9 C -2.6974 0.7386 -0.0028
10 O -0.8894 -0.1103 -1.3421
11 H 2.8047 -1.0640 0.1297
12 H -2.2624 1.7238 -0.1623
13 H 2.1073 1.6574 0.5284

[4]
ORCA calculation (wB97M-V/def2-TZVPD) on a cluster of 4 separate species, C3H8OS in total.

- E: -592.06532 Ha
- Energy above the lowest of the compared OMol25 structures with the same formula, charge and spin: 12.319 eV
- HOMO energy: -8.98 eV
- Kohn-Sham gap: 7.5 eV
- Multiplicity: 1

Positions of all 13 atoms, in Å:
1 C 1.8516 -0.7035 0.0231
2 H 2.9241 -0.0844 -1.4005
3 O 0.6373 -0.2735 -0.6053
4 H -2.3828 1.7516 -0.0771
5 H 2.0090 0.4321 1.4698
6 H -1.4302 -1.7091 -0.5406
7 C -0.1705 0.3956 0.3950
8 H 1.5859 -2.4220 0.3424
9 H -1.1605 1.1798 -1.4559
10 H -0.3897 -0.0602 1.5625
11 S -2.4954 -0.7449 -0.0410
12 C -1.4863 0.9005 -0.2825
13 H 0.5072 1.3381 0.6101

[5]
ORCA calculation (wB97M-V/def2-TZVPD) on the ion C3H8OS with charge +1.

- E: -592.11453 Ha
- Energy above the lowest of the compared OMol25 structures with the same formula, charge and spin: 1.844 eV
- Total charge: +1
- HOMO energy (spin up / spin down): -14.82 / -14.77 eV
- Kohn-Sham gap (spin up / spin down): 10.8 / 5.6 eV
- Expectation value of S²: 0.7532
- Multiplicity: 2

Positions of all 13 atoms, in Å:
1 H 0.6574 0.7607 2.1909
2 C 0.1817 0.6511 -0.7801
3 H -1.6772 -0.0921 1.4614
4 H -1.6174 -0.6732 -0.7841
5 H 1.6196 1.3485 -2.5752
6 C -0.4796 -0.5659 -0.2924
7 S 1.5642 0.2632 -1.9210
8 O 0.5753 -0.2447 1.8394
9 H -0.0049 -1.4673 -0.7972
10 H -0.6142 -1.7093 1.6539
11 C -0.6004 -0.6784 1.1938
12 H -0.3601 1.3695 -1.2301
13 H 0.7556 1.0381 0.0408

[6]
ORCA calculation (wB97M-V/def2-TZVPD) on a cluster of 2 separate species, C3H8OS2 in total.

- E: -990.70093 Ha
- Energy above the lowest of the compared OMol25 structures with the same formula, charge and spin: 0.263 eV
- HOMO energy: -8.46 eV
- Kohn-Sham gap: 9.1 eV
- Multiplicity: 1

Positions of all 14 atoms, in Å:
1 H 0.1026 2.7793 3.4683
2 C 1.1994 -1.2916 0.2392
3 H 0.2993 -1.1573 -2.5291
4 H 1.3223 -0.8369 1.2410
5 H -1.1621 0.2644 -0.2683
6 C 0.0907 -0.2820 -1.8843
7 S -0.5225 -1.9491 0.1020
8 H -2.0201 -0.7977 -1.4223
9 H -0.9755 3.0223 2.3714
10 O -0.6239 2.3320 2.9781
11 H -0.2350 0.5487 -2.5396
12 H 1.9751 -2.0733 0.1270
13 S 1.5930 0.0517 -0.9474
14 C -1.0434 -0.6106 -0.9360

[7]
ORCA calculation (wB97M-V/def2-TZVPD) on an isolated molecule of C3H8OS2.

- E: -990.66723 Ha
- Energy above the lowest of the compared OMol25 structures with the same formula, charge and spin: 1.180 eV
- HOMO energy: -8.19 eV
- Kohn-Sham gap: 8.8 eV
- Multiplicity: 1

Positions of all 14 atoms, in Å:
1 S 1.6993 -2.2965 -0.7218
2 C -1.2172 0.1838 0.0508
3 H 0.9803 2.3876 -0.3023
4 H -1.7790 -0.4530 -0.6404
5 H -1.9865 0.7545 0.5760
6 C -0.4164 1.1616 -0.7590
7 H -1.1062 1.7922 -1.2424
8 H 0.3448 0.8175 -1.4374
9 H -0.4890 -1.8403 1.1782
10 H -0.2385 -0.2265 1.9282
11 O 0.1903 2.1972 0.1547
12 S 1.5674 -0.8002 0.5780
13 H 2.8014 -2.9555 -0.3616
14 C -0.3508 -0.7226 0.9989

[8]
ORCA calculation (wB97M-V/def2-TZVPD) on an isolated molecule of C3H8OS2.

- E: -990.65114 Ha
- Energy above the lowest of the compared OMol25 structures with the same formula, charge and spin: 1.618 eV
- HOMO energy: -9.02 eV
- Kohn-Sham gap: 9.5 eV
- Multiplicity: 1

Positions of all 14 atoms, in Å:
1 H 0.2530 0.4908 -1.9046
2 H 1.1091 -1.2444 0.7062
3 H 2.4353 0.6222 0.5777
4 S -0.8953 1.9803 -0.0086
5 C -0.7011 0.1495 -0.0574
6 H -1.4336 -1.7353 0.5775
7 O 1.5646 0.7598 1.1861
8 C 0.6175 -0.2924 1.0177
9 H 0.4277 2.2106 0.2712
10 C -0.3790 -0.2634 -1.4732
11 H 0.2001 -1.2808 -1.4703
12 H 0.2199 -0.5082 1.9628
13 S -2.1726 -0.6505 0.5944
14 H -1.2456 -0.2384 -1.9796

[9]
ORCA calculation (wB97M-V/def2-TZVPD) on a cluster of 2 separate species, C3H8OS3 in total.

- E: -1388.87890 Ha
- Energy above the lowest of the compared OMol25 structures with the same formula, charge and spin: 0.231 eV
- HOMO energy: -8.77 eV
- Kohn-Sham gap: 9.3 eV
- Multiplicity: 1

Positions of all 15 atoms, in Å:
1 S 0.6558 0.9616 2.9641
2 C 0.9741 1.4990 -0.3670
3 H 1.9110 -0.4024 1.2777
4 S 0.6171 2.9525 0.5739
5 H 0.5261 1.8132 -1.3293
6 H 0.4720 -1.1760 2.0035
7 H 2.0258 1.2139 -0.5625
8 H 1.2335 3.3850 2.8647
9 H 0.7259 6.3795 9.1956
10 O 0.4630 6.7990 8.3452
11 H 1.2298 6.6489 7.7471
12 C 1.3288 2.4809 2.2331
13 H 2.4082 2.2941 2.0736
14 C 0.8665 -0.2243 1.5984
15 S 0.0000 0.0000 0.0000

[10]
ORCA calculation (wB97M-V/def2-TZVPD) on a cluster of 2 separate species, C3H8S in total.

- E: -517.19938 Ha
- Energy above the lowest of the compared OMol25 structures with the same formula, charge and spin: 1.819 eV
- Total charge: -1
- HOMO energy (spin up / spin down): 1.07 / -4.89 eV
- Kohn-Sham gap (spin up / spin down): 2.2 / 8.1 eV
- Expectation value of S²: 0.7507
- Multiplicity: 2

Positions of all 12 atoms, in Å:
1 C -2.4613 -0.6890 2.4454
2 H 0.4863 -1.4974 0.6685
3 H -1.0417 -1.0064 -0.0727
4 H -2.5265 -0.3380 3.4738
5 H 3.0189 1.6831 -2.8585
6 H -0.3643 -1.2481 2.8916
7 C -1.0701 -1.1230 2.0757
8 C -0.5292 -1.1814 0.8721
9 H 1.0205 1.2796 -3.3932
10 H -2.8390 0.1113 1.8128
11 H -3.1446 -1.5416 2.3819
12 S 1.8279 1.2563 -2.2844

[11]
ORCA calculation (wB97M-V/def2-TZVPD) on a cluster of 2 separate species, C3H8S in total.

- E: -517.22392 Ha
- Energy above the lowest of the compared OMol25 structures with the same formula, charge and spin: 1.542 eV
- HOMO energy: -9.48 eV
- Kohn-Sham gap: 10.4 eV
- Multiplicity: 1

Positions of all 12 atoms, in Å:
1 H 0.4232 -0.0300 -1.6782
2 C 0.5698 -1.6374 -0.3583
3 H 1.1516 -2.2448 -0.9835
4 H -2.8745 1.9893 1.3663
5 H 0.9233 -1.6939 0.7419
6 H -1.4663 0.8859 0.7631
7 S -2.5465 1.3926 0.1694
8 H 1.0602 1.9934 -0.2013
9 C 1.0731 0.8790 0.0698
10 C 0.7807 -0.2070 -0.7125
11 H 1.4198 0.6047 1.0179
12 H -0.5144 -1.9317 -0.1945

[12]
ORCA calculation (wB97M-V/def2-TZVPD) on a cluster of 2 separate species, C3H8S in total.

- E: -517.22866 Ha
- Energy above the lowest of the compared OMol25 structures with the same formula, charge and spin: 1.413 eV
- HOMO energy: -9.06 eV
- Kohn-Sham gap: 10.2 eV
- Multiplicity: 1

Positions of all 12 atoms, in Å:
1 C -5.1203 -3.1717 2.4500
2 C 3.9910 2.0361 -0.6853
3 H 3.6559 2.1646 0.3469
4 H 4.8678 2.6582 -0.7941
5 H -5.3552 -4.9770 1.3255
6 H 4.2403 0.9807 -0.7625
7 H -5.0066 -2.6161 3.3740
8 S 2.6094 2.4276 -1.8154
9 H -5.4774 -2.4226 1.7386
10 H 3.1401 3.4523 -2.4887
11 C -5.0664 -4.4608 2.2310
12 H -4.9111 -5.1390 3.0683

[13]
ORCA calculation (wB97M-V/def2-TZVPD) on a cluster of 2 separate species, C3H8S2 in total.

- E: -915.35055 Ha
- Energy above the lowest of the compared OMol25 structures with the same formula, charge and spin: 3.440 eV
- HOMO energy: -8.00 eV
- Kohn-Sham gap: 8.5 eV
- Multiplicity: 1

Positions of all 13 atoms, in Å:
1 C 0.3198 -0.4634 -1.5916
2 H 1.3565 0.7698 1.9180
3 H -1.1042 -1.3260 1.4793
4 H 1.3077 -0.0706 -1.8023
5 S -1.6192 -1.1340 0.1624
6 H 1.0704 1.7616 0.4030
7 C 0.0671 -0.8892 -0.2108
8 C 0.6415 1.0295 1.0803
9 H -0.4162 0.2551 -2.0008
10 H 0.2555 -1.1723 -2.3724
11 S -0.8521 1.5559 1.9026
12 H -1.7889 1.3621 0.8603
13 H 0.7622 -1.6786 0.1719

[14]
ORCA calculation (wB97M-V/def2-TZVPD) on a cluster of 2 separate species, C3H8Se in total.

- E: -2520.42214 Ha
- Energy above the lowest of the compared OMol25 structures with the same formula, charge and spin: 1.731 eV
- HOMO energy: -7.68 eV
- Kohn-Sham gap: 8.5 eV
- Multiplicity: 1

Positions of all 12 atoms, in Å:
1 H -0.4093 2.2118 0.4944
2 H -2.0377 -2.2387 0.0549
3 H -0.6280 -1.6309 0.9683
4 H -0.5177 -1.8719 -0.7980
5 H 2.1825 1.6031 -0.2091
6 H 1.9063 -0.2055 -0.2094
7 Se -1.7772 0.2475 -0.2679
8 H 1.2700 0.8192 -1.5692
9 C -1.1677 -1.5859 0.0262
10 H -0.0744 0.7478 1.5136
11 C 1.6051 0.7648 -0.5489
12 C -0.3519 1.1387 0.5450

[15]
ORCA calculation (wB97M-V/def2-TZVPD) on a structure of composition C3H9Ag4FO4P.

- E: -1448.54633 Ha
- Energy above the lowest of the compared OMol25 structures with the same formula, charge and spin: 2.796 eV
- Total charge: +3
- HOMO energy: -16.10 eV
- Kohn-Sham gap: 3.2 eV
- Multiplicity: 1

Positions of all 22 atoms, in Å:
1 H 3.1345 12.7185 -7.7754
2 C 4.1582 12.4623 -7.5026
3 H 5.2888 12.3794 -11.3601
4 C 5.3805 8.6355 -7.9045
5 Ag 9.5472 16.1734 -5.6554
6 O 4.9823 10.5080 -10.4982
7 H 4.2008 12.4148 -6.4145
8 H 4.4160 9.0906 -7.6794
9 C 5.2832 11.3185 -11.6100
10 O 6.6190 12.0586 -9.2398
11 O 6.2014 9.5252 -8.6129
12 P 5.6634 10.9619 -9.1322
13 H 6.2938 11.0655 -11.9308
14 F 7.1880 16.8965 -8.0248
15 O 4.4170 11.2266 -8.1989
16 H 4.4861 11.1100 -12.3235
17 H 5.8648 8.2255 -7.0182
18 H 5.0960 7.8350 -8.5873
19 Ag 9.3788 19.2479 -9.0605
20 Ag 5.1858 19.1250 -6.9402
21 H 4.9106 13.1127 -7.9487
22 Ag 8.2239 15.1564 -10.3042

[16]
ORCA calculation (wB97M-V/def2-TZVPD) on a structure of composition C3H9AsClO6ReSTe4.

- E: -4815.08635 Ha
- Energy above the lowest of the compared OMol25 structures with the same formula, charge and spin: 0.000 eV
- Total charge: +1
- HOMO energy (spin up / spin down): -11.27 / -11.24 eV
- Kohn-Sham gap (spin up / spin down): 5.7 / 6.2 eV
- Expectation value of S²: 1.0572
- Multiplicity: 2

Positions of all 26 atoms, in Å:
1 Te 5.1340 -1.4318 1.0550
2 H -1.2526 0.5304 1.4199
3 O 1.4515 0.4251 2.5370
4 O 1.7936 2.3320 -1.5985
5 As -1.4180 -1.0212 -0.5222
6 O 0.2298 2.2985 0.0964
7 O 1.4960 4.2635 -0.2521
8 H -3.1201 -0.6323 -2.3104
9 C -2.0579 0.2950 0.7283
10 Te 5.1344 0.7544 2.6198
11 Cl 0.8040 3.2331 -0.9128
12 H -2.3544 1.1921 0.1906
13 S 0.1959 -0.3065 -1.7682
14 O -0.1735 3.6547 -1.8127
15 H -1.7648 -3.0075 0.9708
16 Re 1.7630 0.6634 -0.2029
17 H -3.7039 -1.8279 -1.1249
18 C -2.8486 -1.4995 -1.7128
19 H -2.5147 -2.3031 -2.3654
20 H -0.1368 -2.3063 1.1821
21 H -0.4991 -3.3276 -0.2377
22 C -0.8981 -2.5931 0.4581
23 Te 2.7633 1.8494 2.0222
24 H -2.9058 -0.1152 1.2751
25 Te 3.6226 -0.7689 -1.0657
26 O 1.2604 -0.3508 1.3308

[17]
ORCA calculation (wB97M-V/def2-TZVPD) on a structure of composition C3H9BrO4PZr.

- E: -3381.85054 Ha
- Energy above the lowest of the compared OMol25 structures with the same formula, charge and spin: 0.000 eV
- Total charge: +3
- HOMO energy: -21.66 eV
- Kohn-Sham gap: 4.7 eV
- Multiplicity: 1

Positions of all 19 atoms, in Å:
1 H 1.1881 0.2144 2.2009
2 H -0.1063 3.3585 0.2235
3 H 0.0640 -0.8367 3.0865
4 H 0.0384 -1.3277 -2.4558
5 O -1.9653 -0.3810 -0.5833
6 C 0.6802 -0.7521 2.1960
7 O -0.6636 1.4144 0.7146
8 C 0.3656 2.4723 0.6332
9 Zr -3.8750 -1.2759 -0.9197
10 H 1.2379 2.1498 0.0747
11 O -0.0947 -0.9819 1.0016
12 H 1.5935 -0.6117 -2.6421
13 H 0.7102 2.7097 1.6385
14 H 1.5483 -1.3874 2.3850
15 H 1.2758 -1.8483 -1.4191
16 Br -2.8388 -2.2438 -3.1699
17 O 0.5376 0.1993 -1.0752
18 P -0.5856 0.0662 -0.0077
19 C 0.8897 -0.9380 -1.8817